(1)
{"formula": "C2H7S", "method": "the ωB97M-V functional and the def2-TZVPD basis", "homo_ha": -0.07162, "homo_lumo_gap_ev": 5.5, "e_above_lowest_kj_mol": 48.1, "charge": -1, "elements": ["C", "H", "H", "H", "H", "C", "S", "H", "H", "H"], "positions_angstrom": [[1.51246, -1.50182, 3.12408], [1.47711, -1.25136, 2.05780], [1.19781, -0.60597, 3.71660], [2.54971, -1.79563, 3.35415], [0.82088, -2.34435, 3.32887], [-0.68722, 0.23173, -0.20285], [-0.55144, 0.83592, -1.91080], [-1.54909, 0.65521, 0.33812], [-0.83199, -0.86435, -0.14886], [0.20713, 0.45224, 0.39871]], "forces_ev_per_a": [[-0.2, 0.2, 0.2], [-0.2, 0.0, 0.3], [0.4, -0.8, -0.5], [-0.5, 0.1, 0.1], [0.4, 0.5, -0.1], [-0.2, -0.4, 0.4], [0.0, 0.0, -0.1], [0.2, 0.1, -0.1], [0.1, 0.3, -0.1], [-0.1, 0.0, -0.1]], "lowdin_charge": [-0.062, 0.007, 0.025, 0.007, 0.016, -0.815, -0.095, -0.026, -0.024, -0.036]}

---

(2)
{"formula": "C14H32F3GeMoO5Si3", "method": "the ωB97M-V functional and the def2-TZVPD basis", "homo_ha": [-0.54283, -0.55061], "homo_lumo_gap_ev": [7.4, 5.6], "charge": 2, "multiplicity": 4, "elements": ["Mo", "O", "C", "O", "C", "O", "C", "C", "O", "O", "H", "H", "H", "H", "H", "F", "C", "F", "F", "C", "Si", "C", "C", "Ge", "Si", "C", "C", "C", "Si", "C", "C", "C", "H", "H", "H", "H", "H", "H", "H", "H", "H", "H", "H", "H", "H", "H", "H", "H", "H", "H", "H", "H", "H", "H", "H", "H", "H", "H", "H"], "positions_angstrom": [[-1.98208, -0.43861, -0.08021], [-4.50922, 1.20290, 0.34705], [-3.33040, 0.90973, 0.86399], [-2.23177, 1.42791, 0.33235], [-3.33070, 0.60692, 2.34380], [-2.54596, -0.55446, 2.63858], [-3.17439, -1.82828, 2.29922], [-2.65927, -2.13231, 0.90587], [-3.35417, -2.04093, -0.18910], [-1.35105, -2.15397, 0.76450], [-4.34975, 1.63639, -0.52050], [-4.36530, 0.48883, 2.68001], [-2.87564, 1.46651, 2.84930], [-4.27512, -1.76203, 2.33667], [-2.80698, -2.57153, 3.02840], [-2.70752, -1.05809, -2.88269], [-2.24884, -0.04132, -2.08714], [-3.16432, 0.99140, -2.26505], [-1.12818, 0.43383, -2.78693], [0.90908, 2.77250, -3.20085], [1.16390, 2.59296, -1.32844], [2.99307, 2.58060, -0.79375], [0.00329, 3.60144, -0.22364], [0.43367, 0.12155, -0.36283], [1.40483, -0.12358, 2.23258], [0.66530, 1.47697, 2.95554], [0.71556, -1.71445, 2.99866], [3.29310, -0.14274, 1.99229], [1.20217, -2.13509, -1.85087], [0.79672, -3.64349, -0.78125], [0.39550, -2.10772, -3.57063], [3.02692, -1.59721, -1.76971], [1.52521, 3.59919, -3.58815], [-0.14818, 2.98003, -3.42253], [1.19737, 1.85422, -3.73527], [3.53290, 3.41411, -1.26854], [3.50537, 1.64937, -1.09405], [3.08082, 2.67696, 0.29909], [-0.09770, 4.62371, -0.62893], [0.38760, 3.66337, 0.80625], [-1.00128, 3.15603, -0.19899], [-0.28932, 1.73349, 2.47251], [1.34393, 2.33313, 2.81203], [0.47023, 1.34367, 4.02946], [-0.05002, -1.47975, 3.75835], [1.51942, -2.29603, 3.48567], [0.23801, -2.33797, 2.22927], [3.61815, 0.53177, 1.18619], [3.64806, -1.15785, 1.75173], [3.78537, 0.17826, 2.92618], [-0.28618, -3.78862, -0.66852], [1.21876, -3.53722, 0.22790], [1.23607, -4.54882, -1.22524], [-0.65469, -2.41927, -3.51707], [0.92201, -2.81307, -4.23682], [0.45680, -1.10109, -4.01168], [3.34113, -1.39184, -0.73674], [3.22170, -0.71057, -2.39053], [3.66604, -2.41988, -2.13679]], "forces_ev_per_a": [[0.7, 0.3, -0.6], [0.5, 0.1, -0.6], [-0.5, 0.8, 1.2], [0.1, 0.0, 0.1], [-0.5, -0.4, 0.3], [-0.2, 0.0, -0.3], [-0.1, 0.0, 0.4], [-1.0, -1.3, 0.0], [1.1, 0.2, 1.2], [-0.9, 0.1, 0.0], [-0.4, -0.2, 0.1], [0.1, 0.0, 0.0], [0.0, -0.3, 0.1], [0.5, 0.0, -0.1], [-0.2, 0.4, -0.4], [0.4, 0.6, 1.0], [-0.9, 0.4, -3.7], [0.4, -0.7, 0.4], [-0.5, -0.3, 0.8], [-0.2, -0.4, 0.5], [0.6, 0.0, 0.1], [-0.4, -0.2, -0.1], [0.1, -0.2, -0.2], [0.8, 0.7, -0.2], [0.3, -0.1, 1.1], [0.2, -0.1, -0.6], [0.0, 0.2, -0.2], [-0.5, -0.1, -0.4], [0.7, -1.0, -0.7], [-0.1, 0.7, 0.2], [0.1, 0.4, 0.7], [-0.4, 0.1, 0.1], [-0.1, -0.2, 0.3], [0.3, -0.1, 0.0], [-0.1, 0.3, 0.1], [-0.2, -0.1, 0.2], [-0.2, 0.4, 0.0], [0.0, 0.1, -0.3], [0.1, -0.3, 0.1], [-0.1, 0.0, -0.4], [0.3, 0.3, 0.0], [0.2, -0.1, 0.2], [-0.2, -0.3, 0.1], [0.1, -0.1, -0.2], [0.3, 0.0, -0.4], [-0.2, 0.3, -0.3], [0.2, 0.1, 0.4], [-0.1, -0.1, 0.3], [-0.2, 0.3, 0.1], [-0.3, -0.1, -0.2], [0.4, 0.0, -0.2], [0.0, 0.0, -0.2], [0.0, 0.3, -0.1], [0.2, 0.1, 0.0], [0.0, 0.2, 0.4], [-0.1, -0.4, 0.1], [-0.1, 0.0, -0.2], [-0.1, -0.3, 0.2], [-0.3, 0.1, 0.0]], "lowdin_spin": [0.611, 0.107, 0.136, 0.099, 0.019, 0.010, 0.001, 0.014, 0.094, 0.034, 0.001, 0.000, 0.005, 0.000, 0.000, 0.004, 0.017, 0.001, 0.037, 0.016, 0.120, 0.018, 0.040, 0.737, 0.249, 0.053, 0.035, 0.059, 0.242, 0.040, 0.035, 0.074, 0.003, 0.000, 0.001, 0.003, 0.001, 0.000, 0.007, 0.000, 0.004, 0.004, 0.000, 0.008, 0.002, 0.004, 0.004, 0.002, -0.001, 0.011, 0.000, 0.001, 0.009, 0.000, 0.008, 0.001, 0.004, 0.000, 0.014]}

---

> Which formula does entry 2 have?

C14H32F3GeMoO5Si3

---

> Among the records above, which one has the lowest charge?

C2H7S

---

> Look up the charge of the first one.

-1